[1]
Molecular formula: C23H15Cl2N6O2Rh
Method: DFT, wB97M-V/def2-TZVPD

Summary:
Gap between HOMO and LUMO (alpha / beta), eV: 5.8 / 5.8
F_max, eV Å⁻¹: 6.2
HOMO level (alpha / beta), Ha: -0.226 / -0.226
Total charge: 0
LUMO energy (alpha / beta), eV: -0.32 / -0.32
Spin multiplicity: 1
Energy relative to the best compared isomer or geometry (same formula, charge and spin), kcal per mole: 335.44
Electronic energy, a.u.: -2394.7987

Each line ends with the Löwdin charge.
Positions of all 49 atoms, in Å:
1 Rh -0.145 0.061 -0.157  0.83
2 N -1.804 1.444 -3.981  0.11
3 C -1.225 0.550 -3.136  -0.16
4 N -0.992 0.761 -1.881  -0.01
5 C -1.357 2.090 -1.321  -0.24
6 N -1.165 2.524 -0.128  0.05
7 N -0.746 1.683 0.937  -0.11
8 C 0.446 1.998 1.507  -0.01
9 C 1.150 0.865 2.458  -0.18
10 C 1.909 0.707 3.657  -0.10
11 C 2.271 -0.466 4.203  -0.11
12 C 1.982 -1.822 3.759  -0.18
13 C 1.365 -2.166 2.650  -0.09
14 N 0.879 -0.922 1.781  -0.02
15 C -2.034 3.036 -2.235  -0.09
16 C -2.503 4.277 -1.794  -0.01
17 C -3.176 5.122 -2.650  -0.07
18 C -3.395 4.746 -3.975  -0.08
19 C -2.941 3.528 -4.430  -0.02
20 C -2.275 2.675 -3.551  -0.20
21 H -2.060 1.125 -4.899  0.15
22 H -1.041 -0.343 -3.674  0.10
23 H 1.003 2.915 1.320  0.11
24 H 2.180 1.610 4.200  0.11
25 H 2.860 -0.406 5.111  0.09
26 H 2.332 -2.700 4.292  0.07
27 H 1.120 -3.137 2.271  0.12
28 H -2.337 4.549 -0.762  0.11
29 H -3.541 6.074 -2.290  0.10
30 H -3.925 5.407 -4.648  0.11
31 H -3.105 3.227 -5.458  0.11
32 Cl 3.702 -3.585 2.437  0.76
33 C 2.982 -3.719 0.825  -0.49
34 C 3.326 -4.822 -0.009  -0.11
35 C 2.840 -4.976 -1.279  -0.60
36 Cl 3.351 -6.348 -2.222  0.67
37 C 1.942 -4.030 -1.869  -0.17
38 C 1.389 -4.012 -3.179  -0.01
39 C 0.576 -2.979 -3.562  -0.03
40 C 0.270 -1.952 -2.634  -0.13
41 N 0.743 -1.942 -1.420  0.11
42 C 1.591 -2.980 -1.043  -0.09
43 C 2.107 -2.802 0.303  -0.31
44 O 1.529 -1.771 0.730  -0.17
45 H 4.015 -5.561 0.377  0.10
46 H 1.635 -4.805 -3.873  0.10
47 H 0.167 -2.948 -4.564  0.10
48 H -0.324 -1.060 -2.737  0.02
49 O 1.421 0.243 1.130  -0.22



[2]
Molecular formula: H22O11
Method: DFT, wB97M-V/def2-TZVPD

Summary:
Gap between HOMO and LUMO, eV: 8.7
F_max, eV Å⁻¹: 8.6
HOMO level, Ha: -0.343
Total charge: 0
LUMO energy, eV: -0.62
Spin multiplicity: 1
Energy relative to the best compared isomer or geometry (same formula, charge and spin), kcal per mole: 131.32
Electronic energy, a.u.: -840.6709

Each line ends with the Löwdin charge.
Positions of all 33 atoms, in Å:
1 H 0.276 -0.242 -0.228  -0.02
2 H -0.656 0.929 -0.493  0.00
3 H -0.229 -3.749 0.232  0.00
4 H -0.806 -4.429 1.462  0.04
5 H -2.395 2.595 0.319  0.07
6 H -1.826 2.799 -1.075  0.07
7 H -1.349 -0.436 -2.283  0.01
8 H -0.747 -1.810 -2.040  0.02
9 H -0.277 4.897 -0.506  0.06
10 H -0.463 4.267 0.865  0.06
11 H -4.111 -0.201 -2.251  0.04
12 H -4.032 0.099 -0.763  0.02
13 H 2.305 -4.062 -1.072  -0.01
14 H 2.329 -5.189 -2.092  0.03
15 H 1.289 -1.349 -0.988  0.02
16 H 1.245 -1.891 0.432  0.06
17 H -1.663 0.915 2.929  0.03
18 H -0.598 1.935 3.299  0.00
19 H 4.660 0.561 -1.781  0.03
20 H 3.470 1.452 -1.466  0.03
21 H 1.111 2.319 3.919  0.03
22 H 1.850 2.080 2.613  0.04
23 O 0.114 0.674 0.027  -0.05
24 O -0.112 -4.520 0.799  -0.05
25 O -1.570 2.773 -0.147  -0.10
26 O -1.147 -1.266 -2.728  -0.04
27 O -0.937 4.470 0.051  -0.09
28 O -4.135 -0.628 -1.388  -0.05
29 O 2.169 -5.013 -1.158  -0.06
30 O 1.491 -2.135 -0.468  -0.03
31 O -1.205 1.295 3.688  -0.06
32 O 4.349 1.217 -1.147  -0.06
33 O 1.600 1.644 3.435  -0.05



[3]
Molecular formula: C30H31BBrIrN9O
Method: DFT, wB97M-V/def2-TZVPD

Summary:
Gap between HOMO and LUMO (alpha / beta), eV: 6.5 / 6.2
F_max, eV Å⁻¹: 0.3
HOMO level (alpha / beta), Ha: -0.492 / -0.512
Expectation value of S²: 0.80
Total charge: +2
LUMO energy (alpha / beta), eV: -6.89 / -7.77
Spin multiplicity: 2
Energy relative to the best compared isomer or geometry (same formula, charge and spin), kcal per mole: 12.48
Electronic energy, a.u.: -4432.6275

Each line ends with the Mulliken spin population.
Positions of all 74 atoms, in Å:
1 Ir -0.992 1.221 1.206  0.01
2 C 1.956 -0.078 -0.185  0.00
3 C 1.023 -1.010 0.518  0.00
4 C 1.196 -2.360 0.827  0.00
5 C 0.086 -2.731 1.568  0.00
6 C -0.241 -4.049 2.181  0.00
7 N -0.712 -1.653 1.683  0.00
8 N -0.145 -0.606 1.034  0.00
9 B -1.918 -1.381 2.598  0.00
10 N -3.031 -0.723 1.745  0.00
11 N -2.805 0.440 1.073  0.00
12 C -3.959 0.841 0.514  0.00
13 C -4.185 2.107 -0.238  0.01
14 C -4.930 -0.104 0.819  0.00
15 C -4.317 -1.071 1.597  0.00
16 C -4.904 -2.298 2.203  0.00
17 N -1.489 -0.332 3.646  0.00
18 N -1.029 0.864 3.192  0.00
19 C -0.669 1.607 4.247  0.00
20 C -0.095 2.977 4.133  0.00
21 C -0.898 0.862 5.402  0.00
22 C -1.414 -0.353 4.987  0.00
23 C -1.827 -1.533 5.797  0.00
24 H 2.984 -0.338 0.062  0.00
25 H 1.797 0.959 0.119  0.00
26 H 1.860 -0.129 -1.269  0.00
27 H 2.033 -2.981 0.561  0.00
28 H 0.543 -4.765 1.949  0.00
29 H -1.185 -4.438 1.801  0.00
30 H -0.322 -3.970 3.265  0.00
31 H -2.305 -2.383 3.102  0.00
32 H -3.310 2.440 -0.785  0.00
33 H -4.491 2.900 0.445  0.00
34 H -4.989 1.953 -0.955  0.00
35 H -5.963 -0.077 0.515  0.00
36 H -5.978 -2.307 2.032  0.00
37 H -4.725 -2.337 3.276  0.00
38 H -4.479 -3.197 1.757  0.00
39 H 0.088 3.262 3.099  0.00
40 H 0.849 3.030 4.676  0.00
41 H -0.772 3.713 4.568  0.00
42 H -0.712 1.171 6.416  0.00
43 H -1.865 -1.263 6.849  0.00
44 H -1.115 -2.352 5.683  0.00
45 H -2.809 -1.897 5.498  0.00
46 Br -5.978 3.615 -7.188  0.00
47 C -4.476 4.326 -6.331  0.02
48 C -3.383 4.733 -7.088  -0.01
49 C -2.285 5.272 -6.447  0.02
50 C -2.275 5.360 -5.055  0.05
51 C -3.383 4.972 -4.296  0.01
52 C -4.485 4.456 -4.940  0.00
53 N -1.103 5.916 -4.504  0.06
54 N -0.838 5.914 -3.325  0.31
55 C -1.079 5.201 -2.205  0.12
56 C -1.327 5.902 -1.005  0.05
57 C -1.533 5.255 0.186  0.00
58 C -1.399 3.855 0.260  0.13
59 O -1.589 3.186 1.340  0.13
60 C -1.042 3.139 -0.946  0.05
61 N -0.909 1.791 -0.805  0.01
62 C -0.720 1.033 -1.868  -0.02
63 C -0.578 1.593 -3.145  0.02
64 C -0.649 2.953 -3.302  0.00
65 C -0.914 3.768 -2.185  0.02
66 H -3.404 4.645 -8.165  0.00
67 H -1.427 5.626 -7.003  0.00
68 H -3.402 5.105 -3.222  0.00
69 H -5.366 4.169 -4.383  0.00
70 H -1.387 6.982 -1.057  -0.01
71 H -1.785 5.799 1.085  0.00
72 H -0.675 -0.034 -1.700  0.00
73 H -0.403 0.941 -3.989  0.00
74 H -0.504 3.390 -4.281  0.01



[4]
Molecular formula: C3H5N2
Method: DFT, wB97M-V/def2-TZVPD

Summary:
Gap between HOMO and LUMO, eV: 11.4
F_max, eV Å⁻¹: 6.1
HOMO level, Ha: -0.575
Total charge: +1
LUMO energy, eV: -4.25
Spin multiplicity: 1
Energy relative to the best compared isomer or geometry (same formula, charge and spin), kcal per mole: 94.81
Electronic energy, a.u.: -226.4413

Each line ends with the Löwdin charge.
Positions of all 10 atoms, in Å:
1 C -2.489 0.486 0.072  0.10
2 C -1.382 -0.079 -0.016  -0.14
3 C 2.240 0.187 -0.086  0.07
4 N -0.266 -0.636 0.056  0.16
5 N 3.339 0.394 0.239  0.16
6 H -3.261 0.397 0.835  0.11
7 H 0.718 -0.116 -0.082  -0.01
8 H -0.280 -1.695 -0.182  0.20
9 H 4.371 0.234 0.180  0.15
10 H -2.989 0.829 -1.015  0.19



[5]
Molecular formula: C19H28N2O5
Method: DFT, wB97M-V/def2-TZVPD

Summary:
Gap between HOMO and LUMO, eV: 9.0
F_max, eV Å⁻¹: 13.7
HOMO level, Ha: -0.333
Total charge: 0
LUMO energy, eV: -0.08
Spin multiplicity: 1
Energy relative to the best compared isomer or geometry (same formula, charge and spin), kcal per mole: 371.96
Electronic energy, a.u.: -1226.0061

Each line ends with the Löwdin charge.
Positions of all 54 atoms, in Å:
1 C -2.165 0.189 -2.195  -0.11
2 H -2.839 0.915 -1.626  0.10
3 H -1.502 0.961 -2.732  0.10
4 H -2.690 -0.196 -3.089  0.08
5 C -1.287 -0.811 -1.528  -0.29
6 C -2.452 -1.858 -0.740  -0.03
7 H -1.966 -2.740 -0.087  0.10
8 H -3.178 -2.207 -1.674  0.11
9 H -3.121 -1.238 -0.213  0.01
10 C -0.452 -0.320 -0.394  -0.27
11 N 0.064 -1.544 0.154  0.07
12 C 1.339 -2.030 -0.438  -0.38
13 O 2.057 -1.535 -1.362  0.06
14 O 1.781 -2.909 0.567  -0.05
15 C 3.077 -3.531 -0.041  -0.05
16 C 2.728 -4.619 -0.967  -0.24
17 C 1.619 -5.145 -0.980  -0.08
18 C 1.236 -6.102 -2.057  -0.04
19 C 1.992 -6.147 -3.217  -0.13
20 C 3.257 -5.658 -3.055  -0.13
21 C 3.657 -4.714 -2.189  0.06
22 H 4.469 -4.366 -2.019  0.01
23 H 3.917 -5.773 -3.922  0.11
24 H 1.806 -7.051 -3.854  0.12
25 H 0.149 -6.504 -2.422  0.15
26 H 0.739 -4.958 -0.284  0.15
27 H 3.574 -4.084 0.998  0.21
28 H 3.624 -2.830 -0.324  0.02
29 H -0.053 -1.812 1.235  0.21
30 H 0.250 0.277 -0.848  0.13
31 C -1.273 0.429 0.614  -0.53
32 O -1.364 -0.040 1.664  0.14
33 N -1.571 1.695 0.376  0.08
34 C -1.923 2.622 1.348  -0.17
35 H -3.063 2.725 1.213  0.20
36 C -1.582 3.944 1.140  -0.19
37 O -0.624 4.298 0.085  -0.11
38 O -1.798 4.662 2.373  0.00
39 C -1.250 6.108 2.210  -0.48
40 C -1.769 6.761 0.994  -0.03
41 H -2.741 6.903 1.085  0.05
42 H -1.450 7.734 1.240  0.08
43 H -1.148 6.435 0.099  0.12
44 C -1.712 6.673 3.543  -0.05
45 H -1.542 7.650 3.520  0.03
46 H -2.920 6.824 3.467  0.15
47 H -1.486 6.186 4.448  0.08
48 C 0.394 6.259 2.462  0.07
49 H 0.546 5.558 3.066  -0.01
50 H 0.729 5.578 1.411  0.16
51 H 0.631 7.172 2.440  0.00
52 H -1.918 2.245 2.283  0.12
53 H -1.226 2.310 -0.517  0.22
54 H -0.843 -1.515 -1.994  0.06



[6]
Molecular formula: C10H13NO
Method: DFT, wB97M-V/def2-TZVPD

Summary:
Gap between HOMO and LUMO, eV: 9.5
F_max, eV Å⁻¹: 3.5
HOMO level, Ha: -0.318
Total charge: 0
LUMO energy, eV: 0.84
Spin multiplicity: 1
Energy relative to the best compared isomer or geometry (same formula, charge and spin), kcal per mole: 77.92
Electronic energy, a.u.: -518.7187

Each line ends with the Löwdin charge.
Positions of all 25 atoms, in Å:
1 C 1.446 -0.741 1.881  -0.31
2 C 0.263 0.187 2.058  -0.28
3 C -0.352 0.393 0.635  -0.20
4 C -0.106 1.547 0.078  -0.05
5 C -0.694 1.976 -1.258  -0.06
6 C -0.672 1.305 -2.418  -0.12
7 C -0.140 0.003 -2.702  -0.13
8 C -0.429 -1.072 -2.005  -0.11
9 C -1.554 -1.120 -1.034  -0.07
10 C -1.473 -0.519 0.174  -0.02
11 H 1.835 0.067 0.100  0.10
12 H 3.093 -0.922 0.786  0.08
13 H 1.993 -0.928 2.802  0.11
14 H 1.196 -1.801 1.573  0.13
15 H 0.602 1.133 2.411  0.13
16 H -0.691 -1.361 2.916  0.07
17 H 0.369 2.338 0.685  0.13
18 H -1.223 2.889 -1.249  0.08
19 H -1.233 1.854 -3.244  0.13
20 H 0.569 -0.149 -3.574  0.13
21 H 0.020 -1.984 -2.240  0.08
22 H -2.437 -1.674 -1.386  0.11
23 H -2.098 -0.842 1.014  0.11
24 N 2.417 -0.166 1.013  -0.02
25 O -0.701 -0.413 2.984  -0.04